[1]
Density functional theory data (ωB97M-V with the def2-TZVPD basis set) for an isolated molecule of C7H10OS.

Structure (ORCA input):
```
! RIJCOSX wB97M-V def2-TZVPD def2/J DEFGRID3
* xyz 0 1
C -1.53 0.94 0.57
C -1.94 -0.16 -0.27
C 0.74 -1.64 0.73
C -0.29 1.24 0.63
C 0.35 -1.52 -0.70
C 0.12 2.68 1.06
C 1.36 -1.87 -1.77
O 1.71 -2.20 1.19
S -1.14 -1.19 -1.25
H -2.30 1.52 1.02
H -3.00 -0.28 -0.24
H -0.07 -1.10 1.35
H 0.45 0.59 0.26
H 0.86 3.16 0.54
H 0.52 2.46 2.06
H -0.76 3.30 0.98
H 2.11 -1.04 -1.86
H 0.98 -2.02 -2.79
H 1.84 -2.86 -1.51
*
```

* ΔE to the lowest compared entry with this formula, charge and spin: 328.0 kJ/mol
* highest occupied orbital energy (alpha / beta): -7.63 / -7.69 eV


[2]
Density functional theory data (ωB97M-V with the def2-TZVPD basis set) for an isolated molecule of C7H10OSi.

Structure (ORCA input):
```
! RIJCOSX wB97M-V def2-TZVPD def2/J DEFGRID3
* xyz 0 1
C 0.46 -1.94 0.91
C 1.29 -1.89 -0.10
C -0.89 2.87 0.34
C 0.09 2.00 0.17
C -1.93 0.59 -1.50
C -0.71 -1.04 0.99
C 1.09 -0.80 -1.17
O -2.85 1.22 -0.98
Si -0.34 0.30 -0.44
H 0.34 -2.86 1.62
H 1.91 -2.68 -0.31
H -0.70 3.95 0.67
H -1.93 2.73 0.01
H 1.13 2.30 0.42
H -2.04 0.37 -2.54
H -1.54 -1.66 1.01
H -0.91 -0.50 1.97
H 1.96 -0.22 -1.25
H 1.00 -1.34 -2.04
*
```

* ΔE to the lowest compared entry with this formula, charge and spin: 140.7 kJ/mol
* highest occupied orbital energy: -9.02 eV
* SMILES: C=C[Si]1(C=O)CC=CC1


[3]
Density functional theory data (ωB97M-V with the def2-TZVPD basis set) for an isolated molecule of C7H10S.

Structure (ORCA input):
```
! RIJCOSX wB97M-V def2-TZVPD def2/J DEFGRID3
* xyz 0 1
C 0.21 -1.53 -0.13
C 1.02 -0.28 -0.06
C -1.14 -1.25 -0.10
C -1.26 0.10 -0.12
C 0.00 0.80 0.22
C -2.57 0.77 -0.27
C 2.35 -0.18 0.74
S 3.72 0.34 -0.28
H 0.60 -2.46 -0.19
H 1.23 -0.22 -1.20
H -0.08 0.95 1.23
H -0.05 1.80 -0.39
H -3.22 0.78 0.58
H -3.08 0.36 -1.15
H -2.57 1.85 -0.61
H 2.45 -1.07 1.36
H -1.83 -2.08 -0.19
H 4.22 1.32 0.57
*
```

* ΔE to the lowest compared entry with this formula, charge and spin: 423.8 kJ/mol
* highest occupied orbital energy (alpha / beta): -6.60 / -8.44 eV


[4]
Density functional theory data (ωB97M-V with the def2-TZVPD basis set) for a cluster of 2 separate species, C7H10Si in total.

Structure (ORCA input):
```
! RIJCOSX wB97M-V def2-TZVPD def2/J DEFGRID3
* xyz 0 1
C 0.93 -3.43 -0.30
C 0.35 -2.39 -0.23
C -0.56 2.04 -0.34
C 3.86 0.49 0.19
C 0.15 0.72 -0.68
C 3.12 -0.44 0.17
C -2.29 -1.08 0.61
Si -0.59 -0.78 -0.17
H 1.24 -4.43 -0.23
H -0.46 2.59 -1.27
H -1.51 1.78 -0.15
H 4.31 1.42 0.20
H -0.01 2.61 0.45
H 0.93 0.85 -1.30
H 2.64 -1.36 0.08
H -2.55 -2.18 0.62
H -2.35 -0.90 1.70
H -3.04 -0.33 0.03
*
```

* ΔE to the lowest compared entry with this formula, charge and spin: 346.4 kJ/mol
* highest occupied orbital energy: -7.73 eV
* SMILES: C#C/[Si](C)=C/C.C#C


[5]
Density functional theory data (ωB97M-V with the def2-TZVPD basis set) for the ion C7H11BN with charge +1.

Structure (ORCA input):
```
! RIJCOSX wB97M-V def2-TZVPD def2/J DEFGRID3
* xyz 1 1
B 0.26 1.48 -1.21
C -0.27 -1.87 1.26
C -0.20 -0.65 1.90
C -0.06 -1.98 -0.12
C -0.04 0.48 1.12
C 0.01 -0.84 -0.89
N 0.03 0.37 -0.25
C -0.02 1.85 1.73
C 0.06 -0.85 -2.38
H 1.32 1.92 -1.40
H -0.60 2.28 -1.33
H -0.46 -2.77 1.79
H -0.30 -0.57 2.98
H -0.02 -2.94 -0.62
H 1.00 2.26 1.65
H -0.29 1.76 2.79
H -0.67 2.56 1.26
H 1.12 -0.98 -2.75
H -0.26 0.10 -2.79
H -0.62 -1.62 -2.75
*
```

* highest occupied orbital energy: -14.28 eV
* SMILES: B[n+]1c(C)cccc1C


[6]
Density functional theory data (ωB97M-V with the def2-TZVPD basis set) for a cluster of 2 separate species, C7H11BrN2O in total.

Structure (ORCA input):
```
! RIJCOSX wB97M-V def2-TZVPD def2/J DEFGRID3
* xyz 0 1
C -0.97 -0.54 0.86
C -0.42 -1.79 0.36
C -2.08 -0.37 0.03
C 0.68 -2.66 0.96
C 0.00 2.48 -0.86
C 2.07 1.03 -0.32
C 1.02 2.03 0.19
N -1.19 -2.30 -0.60
N -2.21 -1.46 -0.74
O 0.67 2.22 1.33
Br -3.34 1.01 -0.02
H 0.33 -3.59 1.16
H 1.41 -2.71 0.26
H 1.20 -2.05 1.82
H -0.99 2.89 -0.44
H 0.50 3.26 -1.35
H -0.17 1.73 -1.49
H 1.61 0.37 -0.92
H 2.50 0.58 0.53
H 2.62 1.76 -0.97
H -2.84 -1.86 -1.39
H -0.41 -0.03 1.61
*
```

* ΔE to the lowest compared entry with this formula, charge and spin: 161.4 kJ/mol
* highest occupied orbital energy: -9.15 eV
* SMILES: Cc1cc(Br)[nH]n1.CC(C)=O


[7]
Density functional theory data (ωB97M-V with the def2-TZVPD basis set) for an isolated molecule of C7H11BrN2O3.

Structure (ORCA input):
```
! RIJCOSX wB97M-V def2-TZVPD def2/J DEFGRID3
* xyz 0 1
C 3.10 -0.41 0.00
C 1.63 -0.12 0.25
Br 0.98 -1.30 1.67
C 0.83 -0.24 -1.04
C -0.70 -0.27 -1.10
N -1.30 -1.55 -0.65
C -2.00 -1.35 0.56
O -2.48 -2.23 1.21
C -2.06 0.13 0.91
C -1.44 0.83 -0.29
O -0.53 1.91 -0.01
N -0.66 2.47 1.27
O 0.14 3.30 1.43
H 3.66 -0.42 0.94
H 3.52 0.35 -0.65
H 3.22 -1.39 -0.47
H 1.53 0.89 0.65
H 1.17 -1.14 -1.58
H 1.14 0.62 -1.64
H -0.93 -0.15 -2.15
H -1.98 -1.89 -1.33
H -3.10 0.40 1.09
H -1.53 0.28 1.85
H -2.21 1.26 -0.93
*
```

* ΔE to the lowest compared entry with this formula, charge and spin: 0.0 kJ/mol
* highest occupied orbital energy: -9.92 eV
* SMILES: C[C@H](Br)C[C@H]1NC(=O)C[C@H]1ON=O


[8]
Density functional theory data (ωB97M-V with the def2-TZVPD basis set) for the ion C7H11BrNO with charge +1.

Structure (ORCA input):
```
! RIJCOSX wB97M-V def2-TZVPD def2/J DEFGRID3
* xyz 1 1
C -1.49 -0.49 -0.65
C -1.45 -0.29 0.85
C -0.14 -0.71 1.50
C 0.90 1.29 0.32
C 0.17 1.30 -1.07
C 1.03 -0.21 0.73
C -0.09 -0.15 -1.25
N 0.96 -0.86 -0.54
O -2.48 -0.76 -1.27
Br -0.18 -0.62 -3.17
H -1.85 0.78 1.16
H -2.39 -0.93 1.09
H -0.05 -0.36 2.45
H -0.11 -1.83 1.64
H 1.92 1.77 0.38
H 0.25 1.64 1.02
H -0.71 1.82 -1.02
H 0.86 1.76 -1.88
H 2.07 -0.38 1.17
H 1.86 -0.85 -1.15
H 0.93 -1.93 -0.30
*
```

* ΔE to the lowest compared entry with this formula, charge and spin: 61.4 kJ/mol
* highest occupied orbital energy: -14.27 eV
* SMILES: O=C1CC[C@@H]2CC[C@@]1(Br)[NH2+]2


[9]
Density functional theory data (ωB97M-V with the def2-TZVPD basis set) for a structure of composition C7H11CeF3O6S2.

Structure (ORCA input):
```
! RIJCOSX wB97M-V def2-TZVPD def2/J DEFGRID3
* xyz 3 2
O -0.14 -2.48 1.30
S 1.29 -2.58 1.03
O 1.95 -3.30 2.06
C 1.81 -0.83 0.94
C 1.82 -0.25 -0.51
C 0.46 -0.45 -1.32
C -0.69 0.55 -0.99
C -1.54 0.18 0.35
O -2.37 -0.89 -0.06
C -3.68 -0.62 0.24
F -3.87 -0.36 1.53
F -4.19 0.40 -0.53
F -4.37 -1.69 -0.05
O -0.27 1.97 -1.01
S 0.99 2.30 0.07
O 1.39 3.71 -0.16
O 0.62 2.21 1.46
C 2.37 1.25 -0.46
H 1.47 -3.17 -0.22
H 1.21 -0.25 1.67
H 2.87 -0.78 1.31
H 2.59 -0.82 -1.07
H 0.70 -0.32 -2.40
H 0.05 -1.48 -1.20
H -1.44 0.45 -1.82
H -2.26 1.06 0.57
H -0.89 -0.07 1.21
H 2.65 1.55 -1.50
H 3.28 1.38 0.17
Ce -1.81 3.34 -0.64
*
```

* <S²>: 0.751
* highest occupied orbital energy (alpha / beta): -19.19 / -19.19 eV


[10]
Density functional theory data (ωB97M-V with the def2-TZVPD basis set) for a cluster of 6 separate species, C7H11Cl15O in total.

Structure (ORCA input):
```
! RIJCOSX wB97M-V def2-TZVPD def2/J DEFGRID3
* xyz 0 1
C 12.48 11.67 12.28
Cl 13.53 12.80 13.15
Cl 12.43 12.07 10.55
Cl 10.80 11.71 12.93
H 12.85 10.64 12.41
C 8.91 9.11 14.84
Cl 9.25 10.37 16.05
Cl 7.33 9.47 14.07
Cl 8.92 7.50 15.54
H 9.66 9.11 14.05
C 10.35 8.67 6.75
Cl 9.46 8.06 5.35
Cl 9.74 10.31 7.13
Cl 12.08 8.78 6.48
H 10.15 7.96 7.55
C 6.41 6.08 10.06
Cl 6.56 7.05 11.58
Cl 7.63 6.62 8.90
Cl 4.75 6.26 9.48
H 6.59 5.01 10.28
C 13.29 5.77 10.30
Cl 14.47 6.00 11.62
Cl 12.34 4.30 10.62
Cl 14.13 5.52 8.71
H 12.68 6.65 10.26
C 10.11 7.62 11.64
C 10.49 8.69 10.70
O 11.65 8.41 9.93
H 10.08 6.61 11.18
H 9.10 7.85 11.98
H 10.82 7.72 12.47
H 10.68 9.61 11.23
H 9.66 8.86 9.98
H 11.75 9.16 9.31
*
```

* highest occupied orbital energy: -10.84 eV
* SMILES: ClC(Cl)Cl.ClC(Cl)Cl.ClC(Cl)Cl.ClC(Cl)Cl.ClC(Cl)Cl.CCO


[11]
Density functional theory data (ωB97M-V with the def2-TZVPD basis set) for the ion C7H11ClN3O3 with charge +1.

Structure (ORCA input):
```
! RIJCOSX wB97M-V def2-TZVPD def2/J DEFGRID3
* xyz 1 1
C 1.08 -1.48 0.35
C 2.07 0.75 -0.21
C -0.35 0.30 -0.30
C -0.90 0.06 -1.67
C 2.09 -2.41 0.72
C -1.52 1.00 0.59
C -2.74 0.06 0.91
N 0.11 -0.85 0.21
N 0.88 1.20 -0.30
N 3.28 1.54 -0.12
O 3.25 1.94 1.02
O 4.10 1.48 -0.99
O -3.45 -0.22 -0.39
Cl 3.70 -2.06 -0.17
H -0.17 -0.64 -2.12
H -1.20 1.02 -2.11
H -1.89 -0.42 -1.56
H 1.80 -3.37 0.40
H 2.55 -2.31 1.75
H -2.05 1.72 -0.09
H -1.22 1.51 1.59
H -2.35 -0.93 1.31
H -3.28 0.65 1.67
H 0.47 2.10 -0.40
H -4.26 -0.65 -0.10
*
```

* ΔE to the lowest compared entry with this formula, charge and spin: 841.2 kJ/mol
* highest occupied orbital energy: -13.77 eV
* SMILES: C[C@@](CCO)([N+]#CCCl)[NH+]=C=[N+]([O-])[O-]


[12]
Density functional theory data (ωB97M-V with the def2-TZVPD basis set) for an isolated molecule of C7H11ClSi.

Structure (ORCA input):
```
! RIJCOSX wB97M-V def2-TZVPD def2/J DEFGRID3
* xyz 0 1
C -3.12 -0.70 1.20
C -2.26 -1.43 1.88
C -2.44 0.31 0.37
C -1.15 0.21 0.13
C -0.86 -1.20 1.87
C 1.70 1.43 0.44
C 0.89 -0.13 -2.13
Si 0.30 1.09 -0.72
Cl -3.56 1.38 -0.40
H -4.15 -1.01 1.04
H -2.73 -2.19 2.54
H -0.35 -0.32 2.26
H -0.17 -1.95 1.49
H 1.38 1.36 1.48
H 2.43 0.64 0.18
H 2.17 2.56 0.28
H 1.06 -1.12 -1.99
H 0.22 -0.04 -2.99
H 1.92 0.23 -2.25
H -0.03 2.45 -1.26
*
```

* ΔE to the lowest compared entry with this formula, charge and spin: 284.3 kJ/mol
* highest occupied orbital energy: -8.46 eV


Electronic energy across the listed records, respectively: -746.01117 -637.36534 -670.74216 -561.98471 -352.68336 -3032.01094 -3182.49884 -2977.03406 -2294.47204 -7251.39798 -1122.97585 -1022.86147 Eh.